1.
{
  "formula": "C27H42O21",
  "method": "ωB97M-V with the def2-TZVPD basis set",
  "symbols": ["C", "C", "C", "O", "C", "O", "O", "H", "H", "H", "H", "H", "H", "C", "C", "C", "O", "C", "O", "O", "H", "H", "H", "H", "H", "H", "C", "C", "C", "O", "C", "O", "O", "H", "H", "H", "H", "H", "H", "C", "C", "C", "O", "C", "O", "O", "H", "H", "H", "H", "H", "H", "C", "C", "C", "O", "C", "O", "O", "H", "H", "H", "H", "H", "H", "C", "C", "C", "O", "C", "O", "O", "H", "H", "H", "H", "H", "H", "C", "O", "C", "O", "O", "C", "H", "H", "H", "H", "H", "H"],
  "positions_angstrom": [[1.9456, -1.0700, 1.3388], [2.6756, -2.1104, 0.5759], [2.4209, -2.1658, -0.9192], [3.7065, -2.2021, -1.4172], [4.5981, -1.9803, -0.5831], [5.7936, -1.8574, -0.7141], [4.0863, -1.9799, 0.5909], [2.1418, -0.1666, 0.8868], [2.1482, -1.0183, 2.3485], [0.8520, -1.2022, 1.3962], [2.4783, -3.0634, 0.9396], [1.8998, -1.2682, -1.3327], [1.8344, -3.0290, -1.1905], [3.0674, -3.2387, 5.3797], [2.0268, -3.1940, 4.2324], [0.8511, -4.1394, 4.3483], [-0.2288, -3.2801, 4.0071], [0.1347, -2.0113, 4.2683], [-0.7061, -1.1178, 4.2558], [1.4250, -1.9733, 4.4656], [2.6862, -2.9861, 6.3293], [3.7983, -2.5230, 5.0436], [3.6054, -4.1715, 5.3571], [2.5217, -3.1761, 3.2303], [0.6770, -4.5554, 5.3302], [0.8891, -4.9196, 3.6665], [-2.0678, 5.2491, -1.3068], [-0.5359, 5.1315, -1.3970], [0.0046, 4.9322, -2.8648], [0.3496, 6.2812, -3.1828], [0.3817, 7.0418, -2.2165], [0.6918, 8.2325, -2.2445], [-0.0404, 6.4416, -1.1446], [-2.5867, 4.3260, -1.6735], [-2.3559, 6.1165, -1.9604], [-2.3743, 5.2779, -0.2459], [-0.1477, 4.4072, -0.7013], [-0.7862, 4.4506, -3.4221], [0.9284, 4.3038, -2.8904], [-1.9287, -0.8152, 1.1174], [-1.6846, 0.0653, -0.1240], [-2.4401, 1.3805, -0.2326], [-1.4885, 2.1668, -0.9346], [-0.3859, 1.5294, -0.9688], [0.5877, 2.0064, -1.5076], [-0.3758, 0.4223, -0.2710], [-1.3234, -1.6704, 1.2048], [-2.9806, -1.0736, 1.2149], [-1.7945, -0.2762, 2.0029], [-1.9606, -0.5608, -0.9491], [-2.6947, 1.8858, 0.6866], [-3.3462, 1.2878, -0.7617], [1.8787, 2.5560, 2.0854], [0.4591, 2.0347, 2.3273], [0.0137, 2.3366, 3.7242], [-0.7525, 3.5069, 3.6244], [-0.9435, 3.8015, 2.3275], [-1.5593, 4.7826, 1.9448], [-0.4440, 2.8355, 1.5718], [2.2096, 2.6893, 1.0916], [2.5600, 1.9133, 2.5560], [2.0288, 3.5404, 2.5875], [0.3545, 0.9929, 2.0985], [0.8266, 2.3070, 4.4501], [-0.6396, 1.5289, 3.9963], [0.4892, -0.4535, -3.8394], [-0.6888, 0.3109, -4.4459], [-1.5670, -0.5613, -5.3499], [-2.8220, -0.3784, -4.7641], [-2.7537, 0.3456, -3.6786], [-3.7240, 0.6950, -3.0715], [-1.5067, 0.7211, -3.4048], [0.1349, -1.3500, -3.3792], [0.9191, 0.1170, -3.0227], [1.2056, -0.7532, -4.5978], [-0.3385, 1.1971, -4.8813], [-1.2669, -1.5980, -5.3329], [-1.5964, -0.2335, -6.3737], [-2.6014, -3.1275, -3.3113], [-2.7387, -3.4418, -1.9309], [-1.6120, -3.7403, -1.2264], [-0.3581, -3.6709, -1.7542], [-1.8310, -4.0913, 0.0092], [-0.8623, -4.8010, 0.7953], [-2.5435, -4.0821, -3.8589], [-1.6971, -2.5759, -3.4490], [-3.3589, -2.6276, -3.7677], [-0.0281, -5.1641, 0.2681], [-1.3815, -5.5736, 1.3866], [-0.4385, -4.1287, 1.5351]],
  "lowdin_charge": [0.010, -0.287, -0.065, 0.151, -0.697, 0.144, 0.139, 0.071, 0.055, 0.093, 0.121, 0.142, 0.113, 0.012, -0.304, -0.071, 0.059, -0.552, 0.126, 0.078, 0.082, 0.086, 0.086, 0.156, 0.143, 0.109, -0.013, -0.276, -0.034, 0.126, -0.700, 0.104, 0.097, 0.083, 0.112, 0.071, 0.119, 0.125, 0.137, 0.025, -0.305, -0.036, 0.094, -0.673, 0.128, 0.110, 0.048, 0.109, 0.049, 0.136, 0.138, 0.114, 0.008, -0.287, -0.111, 0.104, -0.535, 0.145, 0.077, 0.074, 0.065, 0.116, 0.115, 0.148, 0.114, 0.009, -0.292, -0.072, 0.087, -0.591, 0.164, 0.098, 0.058, 0.067, 0.101, 0.144, 0.122, 0.137, -0.021, 0.019, -0.437, -0.036, 0.018, -0.003, 0.123, 0.057, 0.064, 0.080, 0.114, 0.070],
  "multiplicity": 1,
  "homo_lumo_gap_ha": 0.3507,
  "smiles": "C[C@H]1COC(=O)O1.C[C@H]1COC(=O)O1.C[C@H]1COC(=O)O1.C[C@H]1COC(=O)O1.C[C@H]1COC(=O)O1.C[C@H]1COC(=O)O1.COC(=O)OC",
  "charge": 0
}

2.
{
  "formula": "C27H43ClN6O3RuS2Si",
  "method": "ωB97M-V with the def2-TZVPD basis set",
  "symbols": ["Ru", "C", "C", "N", "N", "C", "N", "S", "C", "C", "C", "C", "C", "N", "H", "H", "H", "H", "H", "H", "H", "H", "H", "H", "C", "C", "C", "C", "O", "Si", "S", "O", "C", "C", "C", "C", "O", "C", "C", "C", "C", "H", "H", "H", "H", "H", "H", "H", "H", "H", "H", "H", "H", "H", "H", "H", "H", "H", "H", "H", "H", "H", "H", "H", "H", "H", "H", "H", "Cl", "C", "H", "H", "N", "C", "C", "C", "C", "N", "C", "C", "H", "H", "H", "H"],
  "positions_angstrom": [[0.7446, 1.9347, -0.1087], [2.5351, 5.9405, 1.0915], [1.8677, 4.7699, 0.4308], [2.0822, 3.4910, 0.7669], [2.9273, 3.1729, 1.7931], [3.2504, 1.9089, 2.0288], [4.0897, 1.6619, 3.0607], [2.6111, 0.6253, 1.1135], [0.9546, 4.9741, -0.6380], [0.6469, 6.2661, -1.1283], [-0.1688, 6.4161, -2.2165], [-0.6982, 5.2747, -2.8430], [-0.3981, 4.0480, -2.3046], [0.3773, 3.8657, -1.2259], [3.3655, 5.6648, 1.7412], [1.8289, 6.5197, 1.6923], [2.9594, 6.6119, 0.3443], [3.2853, 3.9118, 2.3845], [4.6850, 2.3864, 3.4278], [4.4134, 0.7153, 3.1633], [1.0647, 7.1353, -0.6419], [-0.3983, 7.4043, -2.5927], [-1.3336, 5.3436, -3.7133], [-0.8198, 3.1515, -2.7374], [-3.0569, -2.6624, -2.5717], [-1.8364, -3.5628, -2.6916], [-1.6189, -4.0043, -4.1286], [-1.9591, -4.7631, -1.7643], [-0.6516, -2.7984, -2.3421], [-0.0647, -2.2001, -0.9634], [0.7417, -0.2779, -1.7064], [-1.2250, -1.9766, 0.1299], [-1.3023, -2.1405, 1.5647], [-1.3664, -3.6242, 1.8904], [-2.5844, -1.4289, 1.9726], [-0.0986, -1.4905, 2.2236], [1.1963, -2.9547, -0.3030], [2.3473, -3.6579, -0.8359], [1.9069, -5.0731, -1.1744], [2.8933, -2.9528, -2.0664], [3.3682, -3.6548, 0.2912], [-3.9597, -3.2292, -2.8031], [-3.0034, -1.8295, -3.2765], [-3.1433, -2.2667, -1.5584], [-2.4869, -4.5564, -4.4906], [-0.7421, -4.6495, -4.1970], [-1.4642, -3.1385, -4.7735], [-2.7954, -5.3888, -2.0789], [-2.1408, -4.4406, -0.7379], [-1.0521, -5.3695, -1.7901], [-2.2529, -4.0840, 1.4512], [-1.4177, -3.7639, 2.9711], [-0.4739, -4.1326, 1.5196], [-3.4434, -1.8803, 1.4750], [-2.5341, -0.3756, 1.6842], [-2.7324, -1.4957, 3.0514], [0.8260, -1.9960, 1.9428], [-0.2020, -1.5289, 3.3094], [-0.0258, -0.4465, 1.9158], [1.1754, -5.0598, -1.9854], [1.4627, -5.5545, -0.3018], [2.7641, -5.6645, -1.4979], [2.1368, -2.8987, -2.8531], [3.7483, -3.5057, -2.4555], [3.2260, -1.9427, -1.8211], [2.9563, -4.1474, 1.1730], [3.6379, -2.6305, 0.5550], [4.2708, -4.1860, -0.0130], [-1.9039, 1.0349, -1.4493], [-0.7046, 0.3088, -2.5889], [-0.4057, 1.0887, -3.2809], [-1.2048, -0.5018, -3.1070], [-4.3020, 3.6519, 5.4180], [-3.5501, 3.3848, 4.5932], [-2.6095, 3.0490, 3.5657], [-2.7880, 3.5119, 2.2668], [-1.8573, 3.1568, 1.3096], [-0.7975, 2.3926, 1.5842], [-0.6209, 1.9649, 2.8356], [-1.5010, 2.2611, 3.8575], [-3.6336, 4.1335, 2.0101], [-1.9527, 3.4934, 0.2841], [0.2654, 1.3678, 3.0156], [-1.3300, 1.8914, 4.8583]],
  "lowdin_spin": [3.384, 0.031, 0.214, 0.309, 0.016, 0.061, 0.038, 0.123, 0.105, 0.062, 0.047, 0.103, 0.030, 0.200, 0.000, 0.010, 0.007, 0.002, 0.002, 0.003, 0.004, 0.001, 0.006, 0.000, 0.000, 0.001, 0.000, 0.000, 0.004, 0.009, 0.068, 0.001, 0.000, 0.000, 0.000, 0.003, 0.001, 0.000, 0.000, 0.001, 0.000, 0.000, 0.000, 0.000, 0.000, 0.000, 0.000, 0.000, 0.000, 0.000, 0.000, 0.000, 0.000, 0.000, 0.000, 0.000, 0.000, 0.000, 0.003, 0.000, 0.000, 0.000, 0.000, 0.000, 0.000, 0.000, 0.000, 0.000, 0.038, 0.005, 0.000, 0.001, 0.001, 0.000, 0.002, 0.001, 0.011, 0.074, 0.011, 0.001, 0.000, 0.002, 0.001, 0.000],
  "multiplicity": 6,
  "s_squared": 8.77,
  "homo_lumo_gap_ha": [0.1888, 0.2640],
  "charge": 1
}

3.
{
  "formula": "C27H43N3O6OsSi2",
  "method": "ωB97M-V with the def2-TZVPD basis set",
  "symbols": ["Os", "C", "N", "C", "C", "O", "C", "O", "C", "C", "O", "N", "C", "C", "H", "H", "H", "H", "H", "H", "H", "H", "H", "H", "H", "H", "H", "H", "H", "H", "C", "Si", "C", "C", "C", "C", "C", "C", "C", "C", "N", "Si", "C", "C", "C", "H", "H", "H", "H", "H", "H", "H", "H", "H", "H", "H", "H", "H", "H", "H", "H", "H", "H", "H", "H", "H", "H", "O", "C", "C", "C", "C", "C", "C", "C", "O", "O", "H", "H", "H", "H", "H"],
  "positions_angstrom": [[0.0183, -0.1454, -0.2387], [4.3911, -0.6808, 2.8531], [3.8137, -0.4118, 1.5330], [4.6917, -0.5570, 0.3665], [2.5329, -0.1866, 1.3734], [2.0391, 0.0288, 0.2371], [1.6465, -0.1385, 2.5989], [0.2835, -0.0798, 2.1926], [-0.5283, 0.9158, 2.7488], [-0.7391, 1.9594, 1.6711], [-0.3040, 1.6961, 0.5024], [-1.3421, 3.0820, 1.9647], [-1.8752, 3.3624, 3.3018], [-1.5613, 4.1437, 0.9766], [5.4716, -0.6300, 2.7677], [4.0786, 0.0648, 3.5824], [4.1180, -1.6769, 3.2051], [5.6475, -0.0890, 0.5877], [4.8448, -1.6155, 0.1524], [4.2421, -0.0768, -0.4950], [1.7957, -1.0286, 3.2088], [1.9165, 0.7406, 3.1907], [-1.4893, 0.4724, 3.0201], [-0.0849, 1.3399, 3.6498], [-1.9955, 2.4565, 3.8882], [-1.2223, 4.0560, 3.8310], [-2.8544, 3.8213, 3.1864], [-0.8337, 4.0745, 0.1832], [-2.5653, 4.0628, 0.5591], [-1.4571, 5.1020, 1.4801], [2.4835, 1.6533, -2.6156], [0.6746, 1.6447, -3.0523], [0.4250, 1.6808, -4.8930], [-0.1978, 3.1243, -2.3488], [-0.1320, 0.0333, -2.2740], [-1.6473, 0.0621, -2.2259], [-2.6541, 0.2240, -3.1618], [-3.9644, 0.1216, -2.7148], [-4.2379, -0.1453, -1.3728], [-3.1851, -0.2890, -0.4908], [-1.9347, -0.1664, -0.9382], [0.4429, -1.6819, -3.0758], [2.1091, -2.1026, -2.3592], [-0.8735, -2.9322, -2.6683], [0.5210, -1.5360, -4.9265], [2.8958, 2.6592, -2.7334], [3.0495, 0.9919, -3.2769], [2.6588, 1.3364, -1.5873], [0.7918, 2.6515, -5.2411], [-0.6254, 1.6120, -5.1849], [0.9786, 0.9113, -5.4261], [0.0239, 4.0023, -2.9601], [0.1435, 3.3185, -1.3393], [-1.2840, 2.9968, -2.3297], [-2.4208, 0.4061, -4.2023], [-4.7826, 0.2380, -3.4140], [-5.2549, -0.2422, -1.0206], [-3.3204, -0.5143, 0.5594], [2.1341, -2.0502, -1.2706], [2.8724, -1.4173, -2.7382], [2.3987, -3.1171, -2.6479], [-1.2624, -2.8442, -1.6574], [-0.4759, -3.9441, -2.7859], [-1.7166, -2.8283, -3.3576], [1.4306, -1.0424, -5.2706], [-0.3367, -1.0000, -5.3382], [0.5138, -2.5431, -5.3531], [2.0699, -5.2377, 1.0137], [0.7581, -5.3358, 0.7667], [0.2383, -6.6165, 0.6374], [-1.1036, -6.7994, 0.3928], [-1.9662, -5.7079, 0.2717], [-1.4635, -4.4414, 0.3833], [-0.0919, -4.2210, 0.6294], [0.4536, -2.8817, 0.6840], [1.6057, -2.6173, 0.9968], [-0.4370, -1.8896, 0.4020], [2.2865, -4.3016, 1.0873], [0.9200, -7.4513, 0.7373], [-1.4953, -7.8037, 0.2960], [-3.0205, -5.8631, 0.0848], [-2.1209, -3.5887, 0.2847]],
  "lowdin_charge": [1.633, 0.010, -0.091, 0.028, -0.399, -0.141, -0.061, -0.187, -0.079, -0.325, -0.100, -0.092, 0.015, 0.031, 0.104, 0.100, 0.112, 0.104, 0.115, 0.080, 0.150, 0.151, 0.160, 0.150, 0.092, 0.118, 0.114, 0.066, 0.118, 0.112, -0.154, 0.493, -0.154, -0.163, -0.402, -0.378, 0.010, -0.007, -0.022, -0.070, -0.063, 0.507, -0.147, -0.144, -0.160, 0.052, 0.043, 0.003, 0.056, 0.040, 0.017, 0.057, -0.001, 0.047, 0.120, 0.127, 0.120, 0.128, 0.000, 0.039, 0.059, -0.001, 0.061, 0.053, 0.037, 0.039, 0.057, 0.112, -0.241, 0.014, -0.032, -0.064, -0.036, -0.076, -0.458, 0.058, -0.216, 0.076, 0.133, 0.121, 0.113, 0.109],
  "multiplicity": 1,
  "homo_lumo_gap_ha": [0.2300, 0.2301],
  "charge": 2
}

Results for energy relative to the best compared isomer or geometry (same formula, charge and spin): 0.0 0.0 41.4 (in kJ/mol, following the order of the records).
Results for maximum force: 7.7 0.4 1.1 (in eV Å⁻¹, following the order of the records).